#1
Here is a single CH5N3S2 molecule from OMol25. Energies are from ωB97M-V with the def2-TZVPD basis set.

Geometry as XYZ:
```
11
Properties=species:S:1:pos:R:3:nbo_charge:R:1
C -0.08 -0.03 -0.13 0.551
H -1.77 -1.23 2.11 0.088
H -0.19 0.83 1.75 0.393
H -1.25 -1.40 -0.60 0.348
H 0.98 1.70 -0.13 0.405
H 1.64 0.21 -2.61 0.117
N -0.75 0.53 1.01 -0.793
N -0.38 -1.02 -0.87 -0.728
N 1.08 0.67 -0.36 -0.787
S -2.24 -0.14 1.51 0.199
S 2.33 0.06 -1.40 0.206
```

The calculation puts the frontier orbital gap at 9.90 eV. As for the HOMO energy: -9.375 eV. Its net charge is 0. The molecular weight is 123.2 g/mol. The SMILES is N=C(NS)NS.

=====

#2
Here is 2 unconnected molecules or ions with the total composition CH5N3S2 from OMol25. Energies are from ωB97M-V with the def2-TZVPD basis set.

Geometry as XYZ:
```
11
Properties=species:S:1:pos:R:3:nbo_charge:R:1
C -0.52 1.52 0.36 -0.582
N 0.72 -2.63 0.84 -0.316
N -2.04 1.16 -1.68 -0.982
N 0.15 -1.67 1.44 -0.321
S 0.44 2.31 1.49 -0.091
S -1.01 2.29 -0.99 0.636
H 0.16 -3.20 0.24 0.317
H -0.66 0.51 0.62 0.245
H -2.52 1.01 -0.85 0.368
H -2.66 1.43 -2.43 0.399
H 0.78 -1.40 2.23 0.326
```

The calculation puts the frontier orbital gap at 8.20 eV. As for the HOMO energy: -8.406 eV. Its net charge is 0. The molecular weight is 123.2 g/mol. The SMILES is [H]/N=N/[H].NSC=S.

=====

Which is most stable, and by how much? #1, by 61.0 kcal/mol.

=====

#1
Here is a molecular structure, H14LiO7 from OMol25. Energies are from ωB97M-V with the def2-TZVPD basis set.

Geometry as XYZ:
```
22
Properties=species:S:1:pos:R:3:nbo_charge:R:1
Li -0.62 -0.16 0.39 0.900
O 0.81 0.18 2.37 -0.997
H 0.70 -0.47 3.09 0.506
H 1.64 0.53 2.13 0.506
O -1.79 -0.17 -1.50 -0.963
H -1.67 0.23 -2.30 0.482
H -2.67 -0.62 -1.61 0.499
O 1.04 -1.43 -0.58 -0.960
H 0.84 -1.41 -1.50 0.492
H 1.33 -2.28 -0.31 0.509
O 0.77 1.86 -0.98 -1.014
H 1.79 1.90 -1.19 0.515
H 0.17 1.93 -1.82 0.485
O 2.47 0.32 -1.77 -0.963
H 1.64 -0.02 -1.31 0.487
H 3.13 0.66 -1.07 0.473
O -1.66 1.41 1.31 -1.004
H -2.18 1.98 0.80 0.499
H -1.15 1.80 2.12 0.526
O -1.54 -1.81 1.25 -1.015
H -1.04 -2.10 1.96 0.509
H -2.00 -2.32 0.53 0.528
```

The calculation puts the frontier orbital gap at 10.30 eV. As for the HOMO energy: -13.694 eV. Its net charge is +1. The molecular weight is 133.0 g/mol.

=====

#2
Here is a molecular structure, H14LiO7 from OMol25. Energies are from ωB97M-V with the def2-TZVPD basis set.

Geometry as XYZ:
```
22
Properties=species:S:1:pos:R:3:nbo_charge:R:1
Li 13.16 7.56 35.66 0.885
O 14.95 7.68 35.14 -0.973
H 14.97 8.26 34.44 0.481
H 15.86 7.36 35.27 0.518
O 13.52 7.68 37.80 -0.944
H 13.96 7.08 38.42 0.512
H 12.88 8.11 38.12 0.463
O 12.92 5.26 36.24 -0.976
H 11.97 5.12 36.27 0.489
H 13.37 4.54 36.82 0.502
O 12.44 7.25 33.61 -0.936
H 12.24 8.28 33.57 0.479
H 11.58 6.96 33.60 0.479
O 15.24 10.00 37.34 -0.926
H 15.29 9.92 36.38 0.450
H 14.60 9.33 37.50 0.466
O 10.76 7.76 36.66 -0.954
H 10.15 7.88 37.46 0.499
H 10.62 8.63 36.26 0.466
O 12.74 9.58 35.39 -1.002
H 12.19 9.92 36.08 0.491
H 13.12 10.49 34.91 0.530
```

The calculation puts the frontier orbital gap at 10.52 eV. As for the HOMO energy: -14.223 eV. Its net charge is +1. The molecular weight is 133.0 g/mol.

=====

Which is most stable, and by how much? #2, by 9.1 kcal/mol.

=====

#1
Here is a molecular structure, H14LiO7 from OMol25. Energies are from ωB97M-V with the def2-TZVPD basis set.

Geometry as XYZ:
```
22
Properties=species:S:1:pos:R:3:nbo_charge:R:1
Li -0.28 -0.15 0.39 0.867
O 1.25 -1.65 1.24 -0.955
H 1.75 -1.57 0.39 0.491
H 0.62 -2.39 1.03 0.484
O 1.80 0.90 -0.25 -0.977
H 2.55 1.25 -0.68 0.497
H 1.90 1.21 0.68 0.498
O 0.04 0.94 2.04 -0.982
H 0.10 1.91 2.12 0.499
H 0.42 0.59 2.83 0.510
O -0.45 -1.30 -1.37 -0.995
H -0.61 -2.20 -1.56 0.491
H -0.10 -0.97 -2.23 0.513
O -1.66 -1.25 1.48 -0.966
H -2.48 -1.64 1.19 0.492
H -1.99 -0.64 2.21 0.498
O 0.86 0.67 -2.94 -0.945
H 0.95 0.90 -2.02 0.485
H -0.03 0.91 -3.19 0.471
O -1.18 1.54 -0.52 -0.963
H -1.65 1.94 0.22 0.492
H -1.81 1.01 -1.04 0.496
```

The calculation puts the frontier orbital gap at 11.54 eV. As for the HOMO energy: -14.976 eV. Its net charge is +1. The molecular weight is 133.0 g/mol.

=====

#2
Here is a molecular structure, H14LiO7 from OMol25. Energies are from ωB97M-V with the def2-TZVPD basis set.

Geometry as XYZ:
```
22
Properties=species:S:1:pos:R:3:nbo_charge:R:1
Li 0.18 -0.16 0.12 0.874
O -1.08 1.74 -0.21 -0.957
H -0.52 2.30 -0.73 0.499
H -1.31 2.15 0.58 0.494
O -0.99 -0.93 1.88 -0.945
H -0.44 -1.64 2.16 0.481
H -0.77 -0.20 2.49 0.486
O 1.43 -1.83 0.45 -0.983
H 0.96 -2.69 0.45 0.505
H 2.14 -1.89 1.07 0.501
O -3.27 0.19 -0.96 -0.933
H -3.15 -0.53 -0.37 0.461
H -2.44 0.62 -0.71 0.461
O 1.66 0.59 -1.39 -0.959
H 1.97 1.12 -2.10 0.495
H 2.52 0.21 -1.14 0.484
O 1.53 1.18 1.44 -0.958
H 1.43 2.12 1.64 0.493
H 2.17 1.18 0.72 0.480
O -0.82 -1.23 -1.42 -0.967
H -0.12 -1.74 -1.85 0.487
H -1.09 -0.59 -2.09 0.502
```

The calculation puts the frontier orbital gap at 10.05 eV. As for the HOMO energy: -13.722 eV. Its net charge is +1. The molecular weight is 133.0 g/mol.

=====

#3
Here is a molecular structure, H14LiO7 from OMol25. Energies are from ωB97M-V with the def2-TZVPD basis set.

Geometry as XYZ:
```
22
Properties=species:S:1:pos:R:3:nbo_charge:R:1
Li 0.25 0.33 -0.23 0.862
O 0.23 0.01 -2.54 -0.981
H 0.34 0.62 -3.23 0.495
H -0.51 -0.61 -2.61 0.507
O -2.12 -1.67 1.77 -0.953
H -1.44 -1.77 1.08 0.478
H -2.08 -2.23 2.41 0.461
O 0.73 2.35 -0.69 -0.932
H 0.07 2.50 -1.49 0.483
H 1.51 2.11 -1.06 0.473
O 0.25 -1.57 0.32 -0.886
H 0.29 -2.12 -0.27 0.457
H 1.04 -1.65 0.64 0.468
O -1.93 0.44 -0.54 -1.007
H -2.72 -0.22 -0.34 0.535
H -2.14 1.21 -1.06 0.492
O 2.21 0.04 0.29 -0.936
H 2.24 -0.15 1.12 0.462
H 3.04 -0.21 -0.11 0.500
O 0.01 0.76 1.82 -0.967
H 0.44 0.12 2.47 0.478
H 0.28 1.72 2.23 0.511
```

The calculation puts the frontier orbital gap at 10.74 eV. As for the HOMO energy: -14.167 eV. Its net charge is +1. The molecular weight is 133.0 g/mol.

=====

Which is most stable, and by how much? #1, by 13.2 kcal/mol.

=====

#1
Here is 2 unconnected molecules or ions with the total composition C15H18O2 from OMol25. Energies are from ωB97M-V with the def2-TZVPD basis set.

Geometry as XYZ:
```
35
Properties=species:S:1:pos:R:3:nbo_charge:R:1
C 3.95 1.65 -0.80 -0.627
C 1.55 1.68 -1.34 -0.222
C 2.73 0.97 -1.40 -0.046
C 0.37 1.19 -1.91 -0.257
C 2.71 -0.38 -1.87 -0.207
C 0.38 -0.12 -2.30 0.282
C 1.55 -0.94 -2.38 -0.244
O -0.79 -0.70 -2.83 -0.709
H 1.45 2.71 -0.99 0.216
H -0.64 1.73 -1.96 0.233
H 4.16 2.61 -1.51 0.221
H 4.86 1.02 -0.68 0.221
H 3.61 -0.99 -2.01 0.216
H 1.48 -1.98 -2.61 0.229
H -1.47 -0.69 -2.22 0.478
H 3.62 1.93 0.22 0.220
C -0.07 -2.54 1.36 -0.440
C 0.06 -2.70 2.88 -0.619
C -0.93 -1.28 1.17 -0.002
C -0.29 0.01 0.98 -0.214
C -2.32 -1.29 1.44 -0.221
C -0.93 1.19 1.11 -0.275
C -2.93 0.00 1.65 -0.251
C -2.26 1.20 1.49 0.262
O -3.01 2.31 1.85 -0.693
H 0.95 -2.61 0.93 0.225
H -0.68 -3.34 0.84 0.213
H -0.13 -1.81 3.46 0.218
H 0.79 0.03 0.61 0.230
H -2.91 -2.15 1.56 0.217
H -0.51 2.14 0.80 0.217
H -3.94 0.25 1.85 0.224
H -2.49 2.75 2.55 0.481
H 1.18 -2.74 3.09 0.206
H -0.41 -3.57 3.36 0.218
```

The calculation puts the frontier orbital gap at 9.21 eV. As for the HOMO energy: -8.499 eV. Its net charge is 0. The molecular weight is 230.3 g/mol. The SMILES is CCc1ccc(O)cc1.Cc1ccc(O)cc1.

=====

#2
Here is 2 unconnected molecules or ions with the total composition C15H18O2 from OMol25. Energies are from ωB97M-V with the def2-TZVPD basis set.

Geometry as XYZ:
```
35
Properties=species:S:1:pos:R:3:nbo_charge:R:1
C -3.06 0.12 2.06 -0.631
C -0.96 2.22 -0.37 -0.252
C -1.77 1.19 0.09 -0.195
C -0.64 3.26 0.49 0.299
C -2.23 1.21 1.42 -0.034
C -1.05 3.31 1.82 -0.277
C -1.82 2.25 2.26 -0.198
O 0.48 3.94 0.00 -0.706
H -0.55 2.11 -1.36 0.232
H -2.27 0.45 -0.52 0.203
H 1.11 4.26 0.67 0.483
H -0.59 4.02 2.50 0.219
H -3.20 -0.76 1.44 0.210
H -4.02 0.51 2.40 0.221
H -2.25 2.15 3.24 0.206
H -2.50 -0.13 2.95 0.220
C 3.38 -1.26 0.15 -0.428
C 3.76 0.03 -0.55 -0.596
C 2.12 -1.79 -0.40 -0.052
C 0.90 -1.52 0.22 -0.170
C 1.96 -2.66 -1.52 -0.178
C -0.36 -1.87 -0.24 -0.299
C 0.74 -3.03 -2.06 -0.285
C -0.42 -2.60 -1.43 0.315
O -1.60 -2.91 -2.04 -0.682
H 4.18 -1.99 -0.07 0.204
H 3.48 -1.22 1.24 0.219
H 3.12 0.84 -0.19 0.207
H 0.90 -0.83 1.06 0.202
H 2.94 -2.98 -1.85 0.207
H -1.28 -1.51 0.20 0.208
H 0.63 -3.72 -2.90 0.230
H -2.36 -2.42 -1.75 0.483
H 3.59 -0.02 -1.61 0.210
H 4.84 0.27 -0.46 0.207
```

The calculation puts the frontier orbital gap at 8.93 eV. As for the HOMO energy: -8.283 eV. Its net charge is 0. The molecular weight is 230.3 g/mol. The SMILES is CCc1ccc(O)cc1.Cc1ccc(O)cc1.

=====

Which is most stable, and by how much? #2, by 19.9 kcal/mol.

=====

#1
Here is a gas-phase ion, C6H7Br2N4 (charge +1) from OMol25. Energies are from ωB97M-V with the def2-TZVPD basis set.

Geometry as XYZ:
```
19
Properties=species:S:1:pos:R:3:nbo_charge:R:1
C -0.62 1.41 -1.50 0.145
C 0.73 0.97 -1.28 -0.022
C 0.27 -1.39 1.47 0.184
C -0.95 -0.83 1.17 -0.031
C -1.03 2.50 -2.35 -0.669
C 0.82 -2.33 2.50 -0.641
N -1.44 0.78 -0.66 -0.169
N -0.74 -0.08 -0.02 0.056
N 0.58 0.04 -0.28 0.044
N 1.24 -0.72 0.62 -0.356
Br 2.36 1.52 -1.86 0.244
Br -2.68 -1.25 1.77 0.227
H -0.73 2.26 -3.44 0.254
H -2.15 2.62 -2.35 0.275
H -0.38 3.36 -2.15 0.256
H 0.03 -3.18 2.59 0.266
H 0.85 -1.76 3.36 0.261
H 1.73 -2.73 2.06 0.241
H 2.10 -1.17 0.34 0.437
```

The calculation puts the frontier orbital gap at 9.03 eV. As for the HOMO energy: -12.694 eV. Its net charge is +1. The molecular weight is 295.0 g/mol. The SMILES is Cc1nn2c(Br)c(C)[nH][n+]2c1Br.

=====

#2
Here is a gas-phase ion, C6H7Br2N4 (charge +1) from OMol25. Energies are from ωB97M-V with the def2-TZVPD basis set.

Geometry as XYZ:
```
19
Properties=species:S:1:pos:R:3:nbo_charge:R:1
C 1.34 1.69 -0.38 0.134
C 1.68 0.30 -0.04 0.007
C -1.43 -1.38 0.22 0.154
C -1.76 -0.05 -0.03 -0.033
C 2.30 2.75 -0.53 -0.688
C -2.33 -2.48 0.47 -0.656
N 0.03 1.75 -0.45 -0.126
N -0.54 0.63 -0.32 0.055
N 0.57 -0.46 0.06 -0.010
N -0.10 -1.55 0.37 -0.339
Br 3.39 -0.27 0.21 0.238
Br -3.52 0.56 -0.34 0.223
H 1.91 3.80 -0.90 0.282
H 2.81 2.88 0.45 0.257
H 3.06 2.59 -1.33 0.264
H -1.75 -3.14 1.07 0.223
H -2.62 -2.99 -0.49 0.267
H -3.31 -2.23 0.98 0.278
H 0.25 -2.38 1.00 0.471
```

The calculation puts the frontier orbital gap at 8.48 eV. As for the HOMO energy: -12.315 eV. Its net charge is +1. The molecular weight is 295.0 g/mol. The SMILES is Cc1nn2c(Br)c(C)[nH][n+]2c1Br.

=====

Which is most stable, and by how much? #1, by 28.7 kcal/mol.